Record 1
{
  "formula": "C5H11NO",
  "method": "ωB97M-V/def2-TZVPD",
  "e_lumo_ev": 1.14,
  "total_energy_ev": -8899.735,
  "max_force_ha_per_bohr": 0.0081,
  "spin_multiplicity": 1,
  "smiles": "C[C@H]1CN1CCO",
  "homo_lumo_gap_ev": 10.572,
  "total_charge": 0,
  "species": ["H", "C", "C", "H", "H", "C", "C", "H", "H", "H", "H", "C", "O", "H", "N", "H", "H", "H"],
  "positions_angstrom": [[0.486682, -2.373610, 0.608712], [1.364617, -0.320774, -0.470160], [-2.019428, 0.703149, 0.743764], [0.331644, 1.825720, 1.906132], [-0.700128, 1.184599, -0.961554], [0.454357, 1.552553, 0.859872], [0.836522, -1.595852, -1.109149], [-2.682863, 1.566292, 0.620170], [1.155133, 2.176493, 0.303092], [2.321597, -0.549546, 0.013462], [1.546990, 0.452345, -1.238529], [-0.675956, 0.954686, 0.107356], [0.885519, -2.684601, -0.215776], [-0.191408, -1.422233, -1.471618], [0.435440, 0.130948, 0.557718], [-2.506211, -0.169904, 0.294730], [-1.897942, 0.510331, 1.814265], [1.448750, -1.866088, -1.975227]],
  "forces_ev_per_angstrom": [[0.048, -0.096, -0.053], [0.104, -0.031, -0.083], [-0.011, -0.007, 0.033], [0.000, -0.074, -0.156], [0.043, -0.066, 0.167], [0.096, 0.219, 0.114], [0.039, 0.270, -0.313], [0.106, -0.112, 0.006], [-0.089, -0.138, 0.090], [-0.082, 0.089, -0.084], [-0.113, -0.096, 0.068], [-0.168, 0.017, -0.112], [-0.169, -0.015, 0.274], [0.153, -0.037, 0.057], [0.035, -0.101, -0.034], [0.065, 0.121, 0.049], [-0.008, 0.025, -0.151], [-0.048, 0.031, 0.128]],
  "mulliken_charge": [0.3538, -0.5861, -1.4011, 0.2484, 0.3939, -0.5209, -0.4175, 0.3456, 0.2649, 0.3092, 0.3886, 0.2750, -0.5370, 0.2263, -0.3024, 0.2827, 0.3326, 0.3441]
}

Record 2
{
  "formula": "C3H8N5",
  "method": "ωB97M-V/def2-TZVPD",
  "e_lumo_ev": [-4.12, -6.18],
  "total_energy_ev": -10679.836,
  "max_force_ha_per_bohr": 0.0545,
  "spin_multiplicity": 1,
  "homo_lumo_gap_ev": [9.661, 8.063],
  "total_charge": 1,
  "species": ["N", "H", "C", "H", "H", "H", "C", "N", "H", "H", "H", "N", "H", "N", "C", "N"],
  "positions_angstrom": [[0.608998, -0.391858, -1.312494], [-1.885763, -1.396990, -2.684062], [-0.256083, 1.329166, 0.768532], [1.563289, -1.441432, 0.056189], [-0.008343, 1.171927, -2.595622], [0.313994, 2.254747, 1.213180], [0.477208, 0.015157, 1.063495], [0.883025, -0.200862, 2.304976], [-1.388564, 1.381611, 1.079261], [1.304034, -1.063950, 2.801567], [0.560871, 0.618858, 2.851851], [-1.685847, -1.567635, -1.704893], [-1.254646, -2.482679, -1.694275], [-0.214398, 1.644971, -0.628780], [0.102746, 0.791840, -1.530505], [0.879480, -0.662872, 0.011580]],
  "forces_ev_per_angstrom": [[0.817, -1.949, 0.289], [-0.105, 0.047, -0.442], [-0.186, 1.192, -0.265], [-0.857, 0.622, 0.389], [0.273, -1.037, 1.301], [-1.076, -1.906, -0.020], [0.565, 0.945, 0.219], [-0.425, -0.183, 1.108], [2.161, -0.359, -0.188], [-0.941, 2.014, -1.506], [0.616, -1.365, 0.442], [0.064, 0.513, 0.623], [0.150, -0.534, -0.078], [-0.968, 1.083, 0.452], [-0.720, 2.202, -1.580], [0.633, -1.284, -0.745]],
  "mulliken_charge": [-0.7025, 0.2484, -0.5073, 0.2694, 0.3747, 0.4032, 0.6506, -0.3952, 0.3412, 0.2933, 0.2604, -0.4683, 0.2459, -0.4012, 0.1590, 0.2287]
}

The records above give, respectively, molecular weight values of 101.15 114.13 g mol⁻¹.